# 1
{
  "formula": "C31H57F11N4O18P6S2",
  "method": "ωB97M-V/def2-TZVPD",
  "symbols": ["C", "C", "C", "F", "C", "C", "S", "O", "O", "C", "F", "F", "C", "F", "F", "C", "F", "F", "F", "C", "C", "N", "C", "C", "N", "C", "P", "S", "C", "C", "C", "C", "F", "F", "F", "N", "C", "C", "P", "N", "H", "H", "H", "H", "H", "H", "H", "H", "H", "H", "H", "H", "H", "H", "H", "H", "H", "H", "H", "H", "H", "C", "O", "P", "O", "O", "C", "O", "C", "H", "H", "H", "H", "H", "H", "H", "H", "H", "C", "O", "P", "O", "O", "C", "O", "C", "H", "H", "H", "H", "H", "H", "H", "H", "H", "C", "O", "P", "O", "O", "C", "O", "C", "H", "H", "H", "H", "H", "H", "H", "H", "H", "C", "O", "P", "O", "O", "C", "O", "C", "H", "H", "H", "H", "H", "H", "H", "H", "H"],
  "positions_angstrom": [[4.97, 0.19, 7.30], [3.74, -0.40, 6.51], [4.22, -1.65, 5.72], [4.43, -2.75, 6.56], [3.29, -2.02, 4.54], [3.75, -1.95, 3.15], [5.44, -1.49, 2.82], [5.85, -1.55, 1.45], [6.27, -2.38, 3.59], [5.80, 0.22, 3.46], [6.74, 0.22, 4.42], [4.67, 0.74, 4.02], [6.27, 1.25, 2.38], [5.52, 1.25, 1.27], [6.11, 2.48, 2.94], [7.82, 1.16, 2.07], [8.04, 1.78, 0.90], [8.50, 1.87, 2.98], [8.27, -0.08, 2.05], [2.85, -2.25, 2.15], [3.24, -2.16, 0.64], [3.95, -3.33, 0.16], [3.28, -4.60, 0.48], [1.51, -2.67, 2.46], [0.70, -2.98, 1.41], [-0.48, -3.39, 1.74], [-1.61, -3.89, 0.34], [-0.53, -4.76, -1.03], [-0.92, -3.47, 3.12], [-2.35, -3.98, 3.43], [-3.45, -2.94, 3.12], [-3.23, -1.57, 3.80], [-4.43, -0.97, 3.93], [-2.42, -0.82, 3.03], [-2.75, -1.71, 5.04], [-0.19, -3.15, 4.16], [1.06, -2.76, 3.79], [2.00, -2.42, 4.84], [1.35, -2.60, 6.59], [0.69, -4.02, 6.81], [4.89, -0.13, 8.35], [5.93, -0.20, 6.93], [5.00, 1.29, 7.28], [3.00, -0.63, 7.28], [3.32, 0.38, 5.86], [5.22, -1.39, 5.36], [3.83, -1.24, 0.54], [2.35, -2.02, 0.01], [4.89, -3.40, 0.55], [3.44, -4.93, 1.53], [3.78, -5.38, -0.13], [2.22, -4.62, 0.19], [-2.35, -2.78, -0.14], [-2.56, -4.85, 0.77], [-2.36, -4.22, 4.50], [-2.51, -4.93, 2.90], [-4.39, -3.33, 3.57], [-3.67, -2.84, 2.05], [0.39, -1.57, 6.77], [2.38, -2.48, 7.54], [0.76, -4.57, 5.97], [3.73, 6.87, -0.66], [3.44, 5.47, -0.73], [3.44, 4.79, -2.28], [2.12, 5.41, -2.68], [3.22, 3.32, -1.57], [4.12, 2.89, -0.55], [3.72, 4.05, -3.76], [2.64, 3.35, -4.36], [3.77, 7.16, 0.39], [4.69, 7.09, -1.12], [2.94, 7.45, -1.15], [3.66, 3.05, 0.43], [5.07, 3.43, -0.58], [4.31, 1.83, -0.68], [1.98, 4.05, -4.87], [2.08, 2.78, -3.62], [3.06, 2.67, -5.09], [-2.43, -6.15, 7.17], [-3.37, -6.97, 6.44], [-3.35, -8.61, 6.80], [-2.05, -8.95, 6.12], [-4.63, -8.85, 5.82], [-5.78, -8.00, 5.93], [-3.60, -10.04, 7.61], [-3.42, -11.24, 6.88], [-2.60, -5.11, 6.90], [-2.58, -6.26, 8.24], [-1.41, -6.42, 6.91], [-5.75, -7.24, 5.15], [-5.82, -7.50, 6.90], [-6.67, -8.61, 5.80], [-2.36, -11.50, 6.84], [-3.83, -11.17, 5.87], [-3.95, -12.03, 7.41], [0.16, 6.16, -10.12], [0.04, 6.86, -8.88], [-1.44, 6.69, -8.06], [-2.14, 7.59, -9.06], [-0.85, 7.55, -6.81], [0.36, 7.12, -6.17], [-2.88, 6.35, -7.25], [-3.72, 7.46, -6.94], [1.17, 6.30, -10.49], [-0.01, 5.09, -9.98], [-0.55, 6.55, -10.85], [1.19, 7.73, -6.53], [0.57, 6.07, -6.36], [0.25, 7.28, -5.09], [-4.32, 7.73, -7.81], [-3.15, 8.31, -6.59], [-4.40, 7.13, -6.14], [-7.25, 1.31, -9.07], [-6.59, 2.52, -9.47], [-7.26, 3.95, -8.88], [-8.49, 3.97, -9.72], [-6.04, 4.80, -9.55], [-4.68, 4.38, -9.35], [-7.64, 5.17, -7.82], [-8.16, 6.37, -8.38], [-6.67, 0.47, -9.46], [-7.28, 1.23, -7.98], [-8.26, 1.27, -9.48], [-4.34, 3.85, -10.24], [-4.58, 3.74, -8.48], [-4.07, 5.27, -9.21], [-9.22, 6.26, -8.58], [-7.64, 6.65, -9.29], [-8.03, 7.16, -7.64]],
  "smiles": "CC[C@@H](F)c1c(S(=O)(=O)C(F)(F)C(F)(F)C(F)(F)F)c(CNC)c2nc([PH2]=S)c(CCC(F)(F)F)nc2c1[PH2]=N.COP(=O)(OC)OC.COP(=O)(OC)OC.COP(=O)(OC)OC.COP(=O)(OC)OC",
  "homo_energy_ev": -8.620,
  "largest_force_ha_per_bohr": 0.181,
  "molar_mass_g_mol": 1232.8
}

***

# 2
{
  "formula": "C31H57N2O12P2",
  "method": "ωB97M-V/def2-TZVPD",
  "symbols": ["C", "C", "C", "C", "N", "C", "C", "C", "C", "C", "C", "C", "C", "C", "C", "C", "C", "C", "O", "O", "C", "C", "O", "N", "O", "H", "H", "H", "H", "H", "H", "H", "H", "H", "H", "H", "H", "H", "H", "H", "H", "H", "H", "H", "H", "H", "H", "H", "H", "H", "H", "H", "O", "P", "O", "C", "C", "O", "C", "C", "O", "C", "C", "H", "H", "H", "H", "H", "H", "H", "H", "H", "H", "H", "H", "H", "H", "H", "O", "P", "O", "C", "C", "O", "C", "C", "O", "C", "C", "H", "H", "H", "H", "H", "H", "H", "H", "H", "H", "H", "H", "H", "H", "H"],
  "positions_angstrom": [[3.79, 1.17, 1.77], [3.31, 1.84, 0.90], [2.66, 2.72, -0.11], [1.17, 2.54, 0.09], [0.65, 1.37, -0.27], [-0.65, 1.06, -0.16], [-0.98, -0.33, -0.64], [-0.65, -1.30, 0.54], [-0.19, -0.73, -1.89], [-0.43, 0.17, -3.12], [-1.55, 1.97, 0.39], [-3.02, 1.61, 0.54], [-3.29, 1.19, 2.02], [-4.01, 2.71, 0.07], [-3.59, 3.53, -1.16], [-4.44, 4.82, -1.18], [-1.00, 3.20, 0.81], [-1.84, 4.28, 1.46], [-1.94, 5.35, 0.95], [-2.48, 3.96, 2.61], [0.37, 3.52, 0.65], [0.97, 4.85, 1.05], [1.55, 5.59, -0.03], [0.95, 5.27, -1.27], [1.59, 5.70, -2.14], [3.88, 0.58, 2.66], [2.98, 3.75, 0.05], [2.96, 2.36, -1.10], [1.31, 0.69, -0.64], [-2.04, -0.49, -0.85], [-1.38, -2.11, 0.63], [0.39, -1.64, 0.52], [-0.74, -0.72, 1.47], [-0.48, -1.75, -2.17], [0.88, -0.82, -1.63], [-0.01, -0.36, -3.98], [0.08, 1.12, -2.97], [-1.50, 0.28, -3.29], [-3.24, 0.72, -0.04], [-3.72, 2.00, 2.61], [-2.37, 0.81, 2.47], [-3.97, 0.34, 2.00], [-4.28, 3.38, 0.88], [-4.94, 2.19, -0.19], [-3.79, 3.03, -2.11], [-2.55, 3.86, -1.15], [-5.51, 4.60, -1.11], [-4.26, 5.40, -2.09], [-4.20, 5.46, -0.33], [-2.23, 4.59, 3.30], [0.25, 5.50, 1.54], [1.74, 4.65, 1.81], [3.95, 0.45, -2.60], [4.67, 0.57, -3.90], [4.30, -0.75, -4.75], [2.95, -0.92, -5.16], [2.65, -0.19, -6.45], [6.20, 0.23, -3.46], [6.69, 0.57, -2.15], [6.87, -0.69, -1.33], [5.18, 1.43, -5.19], [5.82, 2.70, -4.94], [7.25, 2.64, -5.43], [2.28, -0.59, -4.36], [2.78, -1.99, -5.30], [2.74, 0.89, -6.32], [1.64, -0.41, -6.80], [3.37, -0.48, -7.22], [6.02, 1.27, -1.65], [7.65, 1.07, -2.29], [5.93, -1.22, -1.22], [7.25, -0.44, -0.33], [7.58, -1.36, -1.81], [5.78, 2.96, -3.87], [5.26, 3.47, -5.48], [7.82, 1.91, -4.86], [7.73, 3.61, -5.33], [7.27, 2.33, -6.47], [-2.71, -4.35, 2.39], [-3.46, -4.84, 3.59], [-4.34, -3.53, 4.00], [-5.43, -3.14, 3.16], [-6.70, -3.89, 3.50], [-2.26, -4.69, 4.70], [-0.91, -5.03, 4.33], [-0.08, -3.78, 4.17], [-4.30, -5.85, 4.54], [-3.79, -7.20, 4.72], [-3.45, -7.40, 6.18], [-5.16, -3.28, 2.10], [-5.57, -2.07, 3.32], [-6.60, -4.95, 3.27], [-7.55, -3.49, 2.93], [-6.92, -3.80, 4.57], [-0.88, -5.61, 3.41], [-0.51, -5.66, 5.13], [-0.50, -3.14, 3.40], [0.95, -4.03, 3.90], [-0.07, -3.21, 5.10], [-2.92, -7.38, 4.09], [-4.58, -7.89, 4.42], [-2.64, -6.73, 6.48], [-3.14, -8.43, 6.36], [-4.30, -7.16, 6.81]],
  "homo_energy_ev": -11.867,
  "charge": 1,
  "largest_force_ha_per_bohr": 0.139,
  "molar_mass_g_mol": 711.7
}

***

# 3
{
  "formula": "C31H58Cl14O6",
  "method": "ωB97M-V/def2-TZVPD",
  "symbols": ["C", "C", "C", "C", "C", "O", "C", "C", "C", "O", "C", "O", "C", "C", "O", "O", "C", "O", "C", "C", "C", "C", "C", "H", "H", "H", "H", "H", "H", "H", "H", "H", "H", "H", "H", "H", "H", "H", "H", "H", "H", "H", "H", "H", "H", "H", "H", "H", "H", "H", "H", "H", "H", "Cl", "C", "C", "Cl", "H", "H", "H", "H", "Cl", "C", "C", "Cl", "H", "H", "H", "H", "Cl", "C", "C", "Cl", "H", "H", "H", "H", "Cl", "C", "C", "Cl", "H", "H", "H", "H", "Cl", "C", "C", "Cl", "H", "H", "H", "H", "Cl", "C", "C", "Cl", "H", "H", "H", "H", "Cl", "C", "C", "Cl", "H", "H", "H", "H"],
  "positions_angstrom": [[2.81, -5.18, 1.67], [1.65, -5.02, 1.45], [0.24, -4.72, 1.29], [-0.03, -3.34, 0.65], [1.01, -2.31, 1.05], [0.89, -2.06, 2.43], [1.95, -1.23, 2.91], [1.44, -0.48, 4.11], [0.00, -3.45, -0.90], [1.21, -2.95, -1.46], [1.01, -2.00, -2.46], [0.36, -0.84, -2.00], [1.22, 0.26, -1.69], [0.58, 1.06, -0.56], [1.64, 1.42, 0.34], [-1.30, -2.80, 1.06], [-2.38, -3.64, 1.07], [-2.74, -4.15, 2.10], [-3.20, -3.80, -0.19], [-4.13, -2.57, -0.33], [-5.37, -2.64, 0.59], [-5.41, -1.47, 1.55], [-5.90, -0.20, 0.87], [3.87, -5.22, 1.80], [-0.21, -4.72, 2.28], [-0.24, -5.52, 0.73], [0.79, -1.41, 0.49], [2.00, -2.64, 0.76], [2.78, -1.88, 3.19], [2.25, -0.54, 2.12], [1.06, -1.16, 4.86], [2.26, 0.09, 4.56], [0.66, 0.22, 3.85], [-0.83, -2.89, -1.31], [-0.09, -4.50, -1.21], [0.39, -2.43, -3.26], [1.98, -1.74, -2.89], [2.22, -0.07, -1.40], [1.25, 0.89, -2.58], [-0.15, 0.45, -0.03], [0.08, 1.94, -0.94], [1.24, 1.55, 1.21], [-2.59, -3.91, -1.07], [-3.80, -4.71, -0.08], [-4.37, -2.40, -1.37], [-3.54, -1.72, 0.02], [-6.28, -2.70, 0.00], [-5.31, -3.56, 1.17], [-4.45, -1.30, 2.02], [-6.10, -1.72, 2.37], [-5.40, -0.10, -0.10], [-6.97, -0.22, 0.72], [-5.69, 0.68, 1.47], [4.14, -4.21, 4.20], [5.23, -3.70, 5.51], [5.52, -2.22, 5.46], [6.51, -1.79, 4.03], [6.14, -4.29, 5.45], [4.73, -3.94, 6.45], [6.08, -1.92, 6.34], [4.60, -1.64, 5.41], [0.41, 3.40, 2.67], [1.38, 4.53, 1.69], [1.40, 5.91, 2.28], [-0.19, 6.71, 2.19], [0.97, 4.53, 0.69], [2.39, 4.13, 1.65], [2.10, 6.53, 1.72], [1.71, 5.90, 3.33], [0.12, -5.21, -4.57], [-0.83, -4.45, -5.88], [0.05, -3.84, -6.94], [0.94, -2.43, -6.33], [-1.48, -3.70, -5.43], [-1.45, -5.23, -6.32], [-0.57, -3.50, -7.77], [0.77, -4.56, -7.32], [0.64, 4.83, -2.42], [-0.57, 4.59, -3.71], [-1.66, 3.64, -3.28], [-1.05, 1.98, -3.08], [-0.05, 4.22, -4.59], [-0.99, 5.57, -3.93], [-2.43, 3.61, -4.03], [-2.10, 3.95, -2.33], [-4.48, 2.12, -5.29], [-4.64, 2.70, -3.60], [-4.05, 1.73, -2.61], [-4.99, 0.22, -2.51], [-5.70, 2.88, -3.41], [-4.11, 3.65, -3.53], [-4.06, 2.17, -1.62], [-3.03, 1.46, -2.87], [-6.05, 6.48, -0.75], [-4.98, 7.67, -1.53], [-4.58, 7.24, -2.92], [-3.51, 5.81, -2.89], [-4.11, 7.81, -0.89], [-5.52, 8.61, -1.58], [-4.03, 8.04, -3.41], [-5.45, 6.99, -3.52], [10.01, 3.32, 4.24], [9.82, 1.77, 3.38], [9.59, 0.62, 4.33], [11.04, 0.25, 5.30], [10.70, 1.61, 2.77], [8.96, 1.88, 2.72], [9.35, -0.28, 3.76], [8.77, 0.82, 5.01]],
  "smiles": "C#CC[C@@](COCC)(COCOCCO)OC(=O)CCCCC.ClCCCl.ClCCCl.ClCCCl.ClCCCl.ClCCCl.ClCCCl.ClCCCl",
  "homo_energy_ev": -9.226,
  "largest_force_ha_per_bohr": 0.030,
  "molar_mass_g_mol": 1023.1
}